[1]
A 5-piece molecular cluster, C52H109N5O7 overall. Source: OMol25; level of theory: wB97M-V/def2-TZVPD.

```
173
Properties=species:S:1:pos:R:3:lowdin_charge:R:1
C 3.5517 -0.7789 -6.0734 0.113
C 4.4352 -1.0969 -5.3500 -0.124
C 5.4861 -1.5577 -4.4305 -0.112
C 4.8923 -2.2019 -3.1538 -0.417
C 4.1977 -1.0746 -2.3748 -0.161
C 5.1300 -0.0694 -1.6879 -0.064
C 6.0209 -2.8838 -2.3158 -0.104
C 7.4790 -2.7995 -2.7751 -0.187
C 8.1803 -1.4641 -2.5046 -0.220
C 9.7005 -1.6356 -2.3366 -0.181
C 10.4160 -0.3872 -1.7496 -0.153
C 9.6443 0.9059 -1.9166 -0.198
O 10.4966 2.0166 -1.5742 -0.027
C 9.8976 3.1988 -1.8995 -0.514
O 10.0656 3.7258 -2.9590 0.144
C 9.0001 3.7486 -0.8555 -0.072
C 8.0728 4.6632 -1.1568 0.065
O 4.0290 -3.2158 -3.6659 -0.043
C 2.8990 -3.6615 -2.9461 -0.350
C 3.1392 -4.0280 -1.4733 -0.140
O 1.8989 -3.9208 -0.8006 -0.183
C 1.8500 -4.6710 0.3824 -0.089
C 1.6953 -2.6949 -3.0682 -0.141
O 0.5415 -3.3459 -3.5362 -0.119
C -0.4829 -2.4322 -3.8534 -0.202
C -1.0565 -1.7485 -2.6094 -0.172
C -2.5383 -1.3488 -2.7148 -0.195
C -3.3668 -1.9465 -1.5606 -0.218
C -4.8871 -1.9362 -1.8286 -0.200
C -5.6144 -0.9091 -0.9562 -0.224
C -6.9463 -0.4518 -1.5857 -0.258
C -7.8888 0.1138 -0.5303 -0.099
C 2.5656 -4.9796 -3.6879 -0.103
O 1.6828 -5.8189 -2.9576 -0.072
N 2.2135 -7.0952 -2.8282 -0.040
O 1.4804 -7.8002 -2.2556 0.061
H 2.8608 -0.6957 -6.8829 0.033
H 6.0574 -2.2939 -4.9948 0.129
H 6.0961 -0.6946 -4.1814 0.105
H 3.5669 -0.4886 -3.0447 0.113
H 3.5308 -1.4436 -1.5970 0.108
H 4.4862 0.6850 -1.2379 0.054
H 5.6921 -0.5072 -0.8674 0.068
H 5.7742 0.4618 -2.3851 0.077
H 5.7628 -3.9435 -2.3045 0.120
H 5.9893 -2.5739 -1.2704 0.108
H 7.6226 -3.1257 -3.8049 0.114
H 8.0221 -3.5348 -2.1745 0.111
H 8.0264 -0.7608 -3.3192 0.100
H 7.7966 -1.0853 -1.5581 0.100
H 9.8567 -2.4565 -1.6401 0.105
H 10.1455 -1.8579 -3.3060 0.115
H 11.3943 -0.2404 -2.1996 0.117
H 10.5243 -0.5642 -0.6789 0.116
H 9.3073 1.0218 -2.9495 0.131
H 8.7582 0.9347 -1.2789 0.121
H 9.0691 3.3900 0.1637 0.108
H 8.0720 5.1956 -2.0989 0.075
H 7.2806 4.9098 -0.4614 0.063
H 3.5197 -5.0490 -1.3606 0.132
H 3.8634 -3.3793 -0.9741 0.117
H 0.9211 -4.4561 0.9039 0.084
H 1.8796 -5.7517 0.2020 0.089
H 2.7069 -4.4318 1.0234 0.091
H 1.9915 -1.9197 -3.7876 0.123
H 1.5189 -2.1801 -2.1245 0.115
H -0.1000 -1.6632 -4.5401 0.125
H -1.2603 -2.9646 -4.4006 0.125
H -0.8992 -2.4236 -1.7659 0.113
H -0.4633 -0.8600 -2.3857 0.108
H -2.9736 -1.6290 -3.6736 0.103
H -2.6011 -0.2635 -2.6188 0.109
H -3.1425 -1.3667 -0.6633 0.103
H -2.9963 -2.9547 -1.3686 0.102
H -5.2948 -2.9309 -1.6601 0.103
H -5.0371 -1.6425 -2.8684 0.101
H -5.8241 -1.3291 0.0294 0.087
H -4.9740 -0.0355 -0.8179 0.111
H -7.3865 -1.3257 -2.0677 0.105
H -6.6999 0.2955 -2.3403 0.105
H -7.4838 1.0284 -0.0968 0.064
H -7.9902 -0.6138 0.2745 0.036
H -8.8732 0.3294 -0.9419 0.070
H 3.5215 -5.5014 -3.7796 0.129
H 2.2092 -4.7936 -4.6960 0.138
C -5.2576 3.3530 1.6602 -0.082
C -5.7590 4.5825 0.9187 -0.279
N -7.1857 4.7975 1.0701 -0.201
C -7.7173 5.7927 0.1563 -0.251
C -7.2388 7.2430 0.3020 -0.086
C -7.6683 4.8679 2.4380 -0.248
C -7.0717 5.9407 3.3599 -0.082
H -5.8133 2.4636 1.3592 0.067
H -4.2043 3.1883 1.4290 0.062
H -5.3387 3.4608 2.7423 0.067
H -5.5565 4.4459 -0.1471 0.117
H -5.1630 5.4529 1.2385 0.099
H -8.8084 5.7703 0.2234 0.111
H -7.4830 5.4574 -0.8590 0.109
H -7.6854 7.7371 1.1637 0.054
H -7.5327 7.8138 -0.5812 0.070
H -6.1539 7.3111 0.3873 0.065
H -7.5060 3.8925 2.9030 0.100
H -8.7545 4.9829 2.4070 0.114
H -5.9864 6.0028 3.2682 0.066
H -7.2964 5.6952 4.3998 0.071
H -7.4877 6.9282 3.1671 0.054
C 0.0412 -0.9609 6.4114 -0.089
C 0.7901 -0.3534 5.2349 -0.276
N 1.6159 -1.3129 4.5257 -0.198
C 2.5276 -0.6908 3.5820 -0.245
C 1.9166 0.0546 2.3866 -0.084
C 0.9285 -2.5022 4.0536 -0.241
C -0.2495 -2.2990 3.0929 -0.080
H 0.7307 -1.4540 7.0976 0.080
H -0.4806 -0.1752 6.9591 0.073
H -0.7079 -1.6866 6.0926 0.061
H 1.4496 0.4307 5.6162 0.118
H 0.0620 0.1465 4.5757 0.100
H 3.2200 -1.4525 3.2121 0.110
H 3.1479 0.0138 4.1452 0.109
H 1.5357 -0.6341 1.6329 0.054
H 2.6817 0.6646 1.9002 0.061
H 1.1092 0.7237 2.6865 0.066
H 0.5733 -3.0598 4.9237 0.102
H 1.6627 -3.1638 3.5864 0.108
H -0.9099 -1.4905 3.4102 0.065
H -0.8520 -3.2096 3.0422 0.065
H 0.0901 -2.0884 2.0797 0.049
C -1.5930 5.2326 -0.0560 -0.085
C -0.4353 4.2962 -0.3687 -0.272
N 0.8177 4.9919 -0.5989 -0.200
C 1.8513 4.1431 -1.1618 -0.246
C 2.3739 2.9786 -0.3108 -0.083
C 1.2408 5.8902 0.4608 -0.247
C 1.4394 5.3048 1.8665 -0.082
H -1.7094 5.9814 -0.8406 0.082
H -2.5197 4.6613 0.0094 0.057
H -1.4616 5.7470 0.8965 0.066
H -0.6782 3.7444 -1.2807 0.118
H -0.3613 3.5476 0.4370 0.100
H 2.6940 4.7752 -1.4563 0.112
H 1.4596 3.7317 -2.0975 0.111
H 3.0329 3.3180 0.4882 0.059
H 2.9560 2.3015 -0.9379 0.050
H 1.5645 2.3968 0.1315 0.060
H 0.5084 6.6979 0.5300 0.100
H 2.1639 6.3797 0.1404 0.114
H 0.6271 4.6341 2.1498 0.065
H 1.4637 6.1136 2.5994 0.071
H 2.3787 4.7613 1.9586 0.053
C -7.9094 -2.3463 2.6296 -0.077
C -6.7868 -3.3285 2.3305 -0.264
N -5.5037 -2.6841 2.1214 -0.204
C -4.4960 -3.5714 1.5702 -0.251
C -4.0326 -4.7598 2.4234 -0.077
C -5.0571 -1.8064 3.1887 -0.243
C -4.8964 -2.3995 4.5958 -0.077
H -7.9828 -1.5906 1.8464 0.045
H -8.8597 -2.8791 2.6786 0.077
H -7.7709 -1.8409 3.5859 0.069
H -7.0385 -3.8668 1.4129 0.119
H -6.7557 -4.0820 3.1341 0.102
H -3.6214 -2.9753 1.2934 0.103
H -4.8848 -3.9639 0.6248 0.105
H -3.3759 -4.4468 3.2345 0.048
H -3.4619 -5.4531 1.8018 0.073
H -4.8661 -5.3193 2.8485 0.067
H -5.7570 -0.9695 3.2514 0.101
H -4.1109 -1.3546 2.8793 0.111
H -5.7375 -3.0374 4.8707 0.067
H -4.8474 -1.5921 5.3294 0.072
H -3.9803 -2.9798 4.6967 0.051
```

Summary:
- charge = 0
- SMILES string = C#CC[C@](CC)(CCCCCCOC(=O)C=C)O[C@@](COC)(COCCCCCCCC)CON=O.CCN(CC)CC.CCN(CC)CC.CCN(CC)CC.CCN(CC)CC
- highest occupied orbital energy (eV) = -8.171

---

[2]
A 12-piece molecular cluster, C52H116F6O44P6S4 overall. Source: OMol25; level of theory: wB97M-V/def2-TZVPD.

```
228
Properties=species:S:1:pos:R:3:lowdin_charge:R:1
C -7.1633 1.6783 3.7886 -0.041
C -6.6605 2.5814 2.6466 -0.220
O -5.2559 2.6120 2.5390 -0.039
C -4.4854 3.2733 3.5404 -0.242
O -4.9457 3.8434 4.5313 0.153
C -2.9468 3.2178 3.2229 -0.604
F -2.3990 2.3304 4.0375 0.171
F -2.6723 2.7453 2.0240 0.167
F -2.3863 4.3659 3.4509 0.211
H -6.8130 0.6541 3.6608 0.062
H -8.2464 1.6297 3.9016 0.084
H -6.8009 2.0401 4.7508 0.072
H -7.0271 3.6076 2.6702 0.130
H -6.9087 2.0914 1.7051 0.099
C -3.6489 1.8732 -1.4902 -0.072
C -4.7721 1.1283 -0.8600 -0.185
O -4.3516 0.1218 0.1190 0.029
C -5.3373 -0.4596 0.8321 -0.306
O -6.5583 -0.1212 0.8388 0.103
C -4.8262 -1.6249 1.6855 -0.576
F -5.2016 -1.3789 2.9152 0.196
F -5.4514 -2.7583 1.3029 0.162
F -3.5206 -1.7749 1.5186 0.173
H -3.0123 2.5262 -0.8933 0.058
H -3.9604 2.6125 -2.2282 0.091
H -3.0275 1.1642 -2.0372 0.078
H -5.5384 0.7802 -1.5525 0.138
H -5.2088 1.9582 -0.3043 0.115
C 0.2021 -0.5641 0.2872 -0.194
C -0.4056 0.3543 1.3794 -0.107
O 0.6174 1.4072 1.4488 -0.215
S 0.9797 1.8308 -0.1564 0.751
O 2.3362 2.3286 -0.3674 -0.258
O -0.1356 2.5632 -0.7483 -0.261
O 0.8783 0.2166 -0.6459 -0.205
H -0.5411 -1.1037 -0.2998 0.105
H 0.8363 -1.3540 0.6895 0.116
H -0.5349 -0.0972 2.3629 0.126
H -1.3278 0.8170 1.0276 0.105
C 2.7788 5.5734 -1.7627 -0.099
C 3.2179 5.8319 -0.3197 -0.115
O 4.5605 5.5082 -0.2787 -0.016
S 5.3078 5.6967 -1.8116 0.796
O 6.0331 4.5300 -2.1567 -0.144
O 5.9745 7.0228 -1.8885 -0.158
O 3.8703 5.8656 -2.6347 -0.119
H 1.9756 6.2372 -2.0825 0.160
H 2.5824 4.5192 -1.9584 0.142
H 2.5616 5.2798 0.3530 0.147
H 3.1406 6.8981 -0.1064 0.179
C 2.7042 0.6287 3.8794 -0.229
C 3.2949 -0.6463 3.2599 -0.203
O 4.5412 -0.6729 3.8428 -0.195
S 4.3801 -0.4109 5.4379 0.746
O 5.5378 0.2905 6.0178 -0.232
O 3.8604 -1.6279 6.0226 -0.231
O 3.1607 0.6682 5.1521 -0.168
H 1.6307 0.5011 4.0188 0.127
H 2.8785 1.5800 3.3766 0.129
H 3.3348 -0.6681 2.1708 0.115
H 2.6976 -1.4471 3.6958 0.102
C -1.7222 -1.2988 5.8282 -0.196
C -3.1932 -1.1592 6.1217 -0.180
O -3.1925 -0.6046 7.4308 -0.173
S -2.0226 0.5428 7.5224 0.724
O -1.3840 0.6660 8.8559 -0.243
O -2.4607 1.7877 6.8987 -0.262
O -1.1209 -0.1377 6.3723 -0.203
H -1.5568 -1.1311 4.7640 0.113
H -1.2367 -2.1821 6.2433 0.135
H -3.6511 -2.1338 5.9529 0.137
H -3.6161 -0.5382 5.3319 0.122
C 6.1456 1.8796 0.5614 -0.035
C 4.9949 0.8655 0.4953 -0.253
O 5.4355 -0.5042 0.5011 -0.195
P 4.8904 -1.7384 -0.4527 0.496
O 3.4311 -1.9597 -0.4586 -0.229
O 5.8164 -2.9724 -0.0533 -0.137
C 5.8948 -3.2306 1.3021 -0.305
C 6.7182 -4.4848 1.6269 -0.054
O 5.4161 -1.2711 -1.9086 -0.171
C 4.7686 -1.8356 -3.0625 -0.252
C 3.9327 -0.7506 -3.7494 -0.064
H 6.8330 1.7385 -0.2727 0.083
H 5.7512 2.8918 0.4727 0.054
H 6.7310 1.8541 1.4805 0.083
H 4.1972 1.0202 1.2218 0.091
H 4.4406 1.0146 -0.4313 0.091
H 6.3693 -2.3983 1.8219 0.120
H 4.8922 -3.4624 1.6615 0.105
H 7.5832 -4.5526 0.9671 0.080
H 7.0844 -4.6076 2.6462 0.080
H 6.1607 -5.4085 1.4715 0.072
H 5.5249 -2.2245 -3.7443 0.122
H 4.1892 -2.7349 -2.8537 0.109
H 3.3149 -0.2819 -2.9833 0.066
H 4.5901 -0.0320 -4.2389 0.072
H 3.3065 -1.0557 -4.5877 0.079
C -5.7485 -7.8262 1.8432 -0.071
C -6.3062 -6.7819 0.8821 -0.253
O -5.1300 -6.0106 0.5960 -0.225
P -4.4322 -6.2202 -0.8775 0.534
O -4.8141 -7.4771 -1.6144 -0.251
O -4.8235 -4.9092 -1.6665 -0.207
C -6.1278 -4.4881 -2.1940 -0.210
C -5.9334 -3.0900 -2.7529 -0.064
O -2.8014 -5.9792 -0.5694 -0.171
C -2.3956 -4.9102 0.2266 -0.301
C -2.3395 -3.6015 -0.5182 -0.043
H -5.1995 -8.5799 1.2786 0.080
H -5.1533 -7.4772 2.6870 0.056
H -6.5408 -8.4520 2.2540 0.076
H -6.7577 -7.2212 -0.0075 0.114
H -7.0159 -6.1683 1.4370 0.117
H -6.4462 -5.2279 -2.9284 0.123
H -6.9684 -4.3792 -1.5088 0.118
H -5.5124 -2.4085 -2.0136 0.065
H -5.2394 -3.1100 -3.5932 0.065
H -6.8732 -2.6678 -3.1086 0.084
H -2.9638 -4.8887 1.1566 0.098
H -1.4128 -5.1779 0.6146 0.096
H -3.3696 -3.2460 -0.4947 0.057
H -1.6953 -2.8202 -0.1149 0.058
H -1.9636 -3.8424 -1.5126 0.063
C 0.1497 -8.1856 -2.9707 -0.064
C -0.9978 -7.1636 -3.0938 -0.211
O -0.5980 -5.8569 -2.5464 -0.215
P 0.1154 -4.8442 -3.5885 0.496
O 1.4346 -5.3197 -4.0960 -0.232
O -0.9817 -4.5464 -4.7766 -0.167
C -2.0407 -3.6432 -4.5691 -0.285
C -2.5463 -2.8668 -5.8295 -0.054
O 0.2040 -3.4945 -2.7155 -0.222
C 1.0522 -2.4651 -3.1268 -0.276
C 0.2304 -1.2169 -3.3695 -0.054
H 0.5307 -8.5688 -3.9174 0.080
H 0.8909 -7.7687 -2.2889 0.076
H -0.1004 -9.0320 -2.3311 0.068
H -1.3344 -7.0418 -4.1234 0.112
H -1.8308 -7.5608 -2.5137 0.102
H -2.9083 -4.2140 -4.2382 0.108
H -1.8516 -2.9677 -3.7348 0.084
H -3.1467 -3.4365 -6.5388 0.071
H -3.1638 -2.0310 -5.5006 0.069
H -1.7065 -2.5452 -6.4455 0.071
H 1.6977 -2.2394 -2.2780 0.095
H 1.6567 -2.7621 -3.9838 0.116
H -0.2642 -1.2325 -4.3407 0.078
H -0.5701 -1.1412 -2.6336 0.072
H 0.8394 -0.3135 -3.3352 0.052
C -0.4172 9.8468 4.9233 -0.062
C 0.5782 8.9890 4.2247 -0.297
O 0.0949 7.8529 3.4836 -0.157
P 0.8244 7.1936 2.1535 0.480
O 1.5570 5.9871 2.3753 -0.184
O -0.3856 7.1323 1.0560 -0.219
C -1.3218 6.0836 0.9746 -0.233
C -1.5500 5.7893 -0.5625 -0.031
O 1.7445 8.3521 1.4932 -0.192
C 1.2836 9.3531 0.6096 -0.268
C 0.3517 10.4601 1.1483 -0.053
H -0.0057 10.6999 5.4628 0.094
H -1.0081 10.2038 4.0798 0.074
H -0.9907 9.2511 5.6333 0.089
H 1.1398 9.6371 3.5519 0.091
H 1.3239 8.6863 4.9598 0.126
H -0.8507 5.2341 1.4690 0.101
H -2.1822 6.5108 1.4896 0.127
H -2.3233 5.0600 -0.8035 0.064
H -1.6630 6.6913 -1.1640 0.077
H -0.6839 5.2300 -0.9163 0.042
H 2.2417 9.7806 0.3140 0.124
H 0.7726 8.9255 -0.2530 0.108
H -0.0104 11.0199 0.2860 0.086
H -0.5130 10.0033 1.6298 0.074
H 0.8633 11.2009 1.7628 0.084
C 0.6783 2.8747 -3.9214 -0.084
C 1.4847 2.3748 -4.9852 -0.381
O 2.6332 3.0940 -5.0705 -0.167
P 3.1813 3.6343 -6.5246 0.470
O 3.3109 2.5118 -7.4550 -0.212
O 4.5335 4.4176 -6.1909 -0.177
C 5.7388 3.6681 -5.7767 -0.240
C 6.6067 3.1516 -6.8737 -0.077
O 2.1114 4.8017 -6.9202 -0.198
C 1.7224 4.8753 -8.2978 -0.248
C 0.5042 3.9106 -8.5728 -0.053
H -0.2138 2.2571 -3.8172 0.094
H 1.2109 2.7847 -2.9747 0.054
H 0.3688 3.8762 -4.2201 0.100
H 1.7254 1.3284 -4.7975 0.116
H 0.8263 2.4221 -5.8526 0.125
H 6.2104 4.2481 -4.9834 0.109
H 5.4156 2.7606 -5.2668 0.103
H 6.2438 2.3916 -7.5656 0.082
H 6.8709 3.9732 -7.5395 0.085
H 7.4513 2.6245 -6.4299 0.088
H 1.3509 5.8938 -8.4101 0.111
H 2.6186 4.7510 -8.9057 0.116
H 0.9644 2.9360 -8.4104 0.054
H -0.3159 4.1778 -7.9064 0.076
H 0.2110 3.8324 -9.6197 0.076
C 3.2062 -4.8132 4.9237 -0.049
C 1.7936 -4.4616 5.4746 -0.277
O 0.8339 -4.9512 4.5865 -0.194
P 0.0228 -3.9023 3.5899 0.507
O 0.3555 -2.4695 3.6600 -0.236
O 0.3370 -4.5650 2.1780 -0.202
C 1.6226 -4.5605 1.4764 -0.197
C 1.2694 -4.3503 0.0049 -0.067
O -1.5339 -4.2405 3.9720 -0.186
C -2.0073 -5.5774 3.8272 -0.289
C -3.4531 -5.4660 4.2122 -0.062
H 3.2956 -5.8920 4.7965 0.079
H 3.4508 -4.2531 4.0211 0.054
H 4.0412 -4.5588 5.5765 0.071
H 1.5726 -4.9446 6.4264 0.121
H 1.6379 -3.3998 5.6656 0.097
H 2.3197 -3.7652 1.7402 0.094
H 2.1412 -5.5059 1.6356 0.127
H 0.6945 -5.1736 -0.4192 0.072
H 0.6646 -3.4653 -0.1924 0.055
H 2.2305 -4.2233 -0.4934 0.078
H -1.9686 -5.9922 2.8200 0.108
H -1.4507 -6.2461 4.4839 0.125
H -3.4850 -5.1946 5.2674 0.081
H -3.9111 -4.7180 3.5650 0.080
H -3.8483 -6.4819 4.2175 0.074
```

Summary:
- charge = +1
- expectation value of S² = 0.756
- spin multiplicity = 2
- highest occupied orbital energy (spin up / spin down) (eV) = -11.745 / -11.745